<i>
Here is 40 unconnected molecules or ions with the total composition H80O40 from the OMol25 dataset. Energies are from ωB97M-V/def2-TZVPD.

```
! wB97M-V def2-TZVPD RIJCOSX def2/J DEFGRID3
* xyz 0 1
H 0.771 2.258 5.557
H 0.658 1.780 4.203
O 0.312 1.546 5.093
H 1.865 -0.885 -5.090
H 1.956 -2.387 -4.848
O 2.478 -1.641 -5.068
H -3.220 3.938 -1.471
H -3.958 4.115 -0.199
O -4.102 3.811 -1.101
H -2.811 2.029 3.429
H -1.527 2.171 3.959
O -1.906 2.044 3.062
H -4.209 -0.864 3.628
H -3.020 -1.050 4.521
O -3.419 -1.386 3.721
H -0.512 -0.354 -5.718
O -0.396 -0.227 -4.774
H 1.081 -5.379 3.217
O 1.937 -4.953 3.280
H -3.264 -0.214 -0.170
H -4.305 0.860 0.015
O -3.914 0.101 0.468
H 2.013 2.954 -0.515
H 1.132 1.738 -0.840
O 1.306 2.404 -0.170
H 2.091 -1.403 4.711
H 2.169 -2.531 5.497
O 2.277 -2.347 4.546
H -2.825 -2.095 -4.879
H -2.116 -3.402 -5.162
O -2.453 -2.880 -4.473
H 2.964 -0.141 1.904
O 3.377 0.237 1.133
H -0.676 2.017 -2.060
H -2.172 1.569 -2.117
O -1.501 2.097 -2.558
H 2.724 -5.987 -0.431
H 4.211 -5.418 -0.178
O 3.442 -5.401 -0.740
H -0.490 -0.039 2.575
H -1.970 -0.018 2.272
O -1.172 -0.546 2.113
H 2.812 6.133 -1.029
H 1.580 5.500 -0.341
O 2.391 5.297 -0.820
H -4.724 -3.685 -0.387
H -4.065 -4.627 -1.311
O -4.773 -3.958 -1.309
H 0.870 0.503 -3.168
H 1.620 0.437 -1.798
O 0.788 0.738 -2.226
H -5.708 -1.499 0.716
O -6.382 -1.044 0.201
H 1.213 1.790 1.650
H 2.285 2.657 2.393
O 1.669 1.924 2.494
H -1.689 -5.275 -1.433
O -1.171 -6.033 -1.720
H -0.214 4.404 -3.127
H 1.300 4.105 -2.847
O 0.599 4.763 -2.769
H 5.575 -3.587 1.156
H 4.201 -4.059 1.248
O 4.706 -3.240 1.413
H 0.653 -0.585 5.702
H 0.982 0.536 6.528
O 0.758 -0.423 6.641
H -0.753 -3.162 3.254
H -1.102 -4.379 4.182
O -0.425 -3.936 3.680
H -2.323 3.096 0.471
H -1.168 2.898 -0.309
O -1.743 3.637 -0.084
H -4.564 -2.256 -3.353
H -5.719 -1.201 -3.130
O -4.786 -1.316 -3.333
H 2.851 1.087 -4.211
H 1.964 1.658 -5.307
O 2.030 0.939 -4.693
H 4.133 4.072 3.323
H 3.538 4.983 2.225
O 3.351 4.212 2.772
H 0.073 -1.165 -1.824
H -1.170 -1.958 -1.701
O -0.452 -1.629 -1.167
H 3.733 3.740 -0.064
H 4.826 2.942 0.549
O 4.089 2.862 -0.106
H 4.360 -1.044 -2.565
O 3.595 -1.551 -2.861
H -1.538 3.355 -4.447
H -0.984 3.093 -6.044
O -1.016 2.908 -5.108
H -5.922 -0.332 -0.242
H -0.907 0.542 -4.479
H -0.433 -6.002 -1.098
H 2.018 -4.104 3.726
H 2.912 0.902 0.625
H 3.477 -1.256 -3.795
O 1.791 -6.213 1.015
H 2.147 -5.721 1.793
H 0.885 -5.972 0.875
O 0.423 -4.053 0.245
H 1.209 -3.525 0.482
H -0.214 -3.350 0.442
O 5.605 1.713 1.941
H 4.919 1.916 1.354
H 5.833 0.795 2.063
O 3.406 3.512 -3.514
H 3.949 2.730 -3.351
H 4.053 4.191 -3.275
O -5.304 2.645 1.310
H -4.363 2.707 1.149
H -5.734 3.219 0.669
O -4.932 1.359 3.582
H -5.162 1.662 2.678
H -5.073 2.154 4.112
O -1.437 0.812 -0.139
H -0.929 0.868 -0.915
H -1.114 0.028 0.401
*
```

Computed properties:
- E_HOMO: -9.66 eV
- Molecular weight: 720.600 g mol⁻¹
- Orbital gap: 9.1 eV

=====

<ii>
Here is 40 unconnected molecules or ions with the total composition H80O40 from the OMol25 dataset. Energies are from ωB97M-V/def2-TZVPD.

```
! wB97M-V def2-TZVPD RIJCOSX def2/J DEFGRID3
* xyz 0 1
H 3.048 1.566 -1.535
H 2.886 2.115 -0.247
O 3.633 1.833 -0.801
H -0.483 -1.737 -1.168
H -1.044 -0.468 -1.752
O -0.620 -0.768 -0.938
H 0.135 -4.207 4.112
H -1.223 -4.862 4.580
O -0.722 -4.658 3.791
H 1.250 5.666 1.998
H 1.325 5.556 3.523
O 1.730 5.232 2.714
H -4.615 -1.894 -0.725
H -5.356 -2.669 0.390
O -4.608 -2.710 -0.213
H -0.485 -0.479 -5.777
O 0.351 -0.332 -5.312
H 5.367 -0.154 1.020
O 5.600 -1.092 0.924
H 0.828 1.439 1.608
H 1.984 1.826 2.417
O 1.358 1.033 2.320
H 0.967 -0.749 3.639
H 0.428 -0.606 2.376
O 0.068 -0.855 3.272
H 3.341 -4.779 -1.337
H 3.678 -5.694 -0.235
O 3.797 -4.785 -0.486
H -3.097 -3.014 0.663
H -2.100 -2.830 1.800
O -2.223 -2.600 0.872
H 0.769 -2.359 4.325
O 1.293 -3.180 4.292
H -3.065 -1.068 -3.257
H -2.655 -1.849 -4.681
O -2.400 -1.419 -3.853
H -0.610 6.143 -1.932
H -1.118 5.575 -0.631
O -1.373 6.153 -1.347
H -0.465 0.951 4.748
H 0.948 1.366 4.162
O 0.134 1.702 4.584
H -4.009 2.935 2.264
H -4.243 1.795 1.397
O -4.330 2.759 1.366
H -1.016 -0.746 4.743
H -0.592 -0.146 6.181
O -1.258 -0.527 5.616
H 4.330 4.477 -3.450
H 2.976 4.138 -2.787
O 3.509 4.856 -3.131
H -2.344 4.265 0.370
O -1.938 3.419 0.242
H 1.263 4.730 -0.767
H 0.419 3.710 -1.673
O 0.919 4.517 -1.633
H -1.431 6.237 1.913
O -0.800 5.599 1.597
H 1.198 0.281 -1.263
H 0.767 0.949 -2.494
O 1.563 0.477 -2.143
H -1.295 -2.551 -2.868
H 0.237 -2.797 -2.558
O -0.678 -2.945 -2.261
H -0.369 2.657 -0.284
H 0.694 2.141 -1.188
O 0.456 2.142 -0.272
H 0.478 -5.065 1.412
H -0.512 -5.749 2.259
O -0.400 -5.468 1.330
H -3.762 1.557 -2.603
H -2.624 2.177 -2.143
O -2.823 1.542 -2.863
H -1.196 3.366 3.665
H -1.890 4.181 4.834
O -1.919 3.961 3.903
H 3.857 0.319 4.847
H 3.771 -0.973 3.959
O 3.284 -0.365 4.520
H -2.375 3.433 -3.482
H -1.543 4.682 -3.309
O -1.831 4.064 -3.978
H 2.870 -3.989 1.057
H 2.259 -2.647 1.062
O 2.456 -3.379 1.696
H 2.006 -2.135 -4.043
H 2.180 -1.061 -2.726
O 1.888 -1.880 -3.155
H -1.831 0.007 -0.037
O -1.980 0.574 0.774
H 2.209 2.247 3.974
H 2.721 3.392 3.190
O 3.035 2.603 3.656
H -2.201 2.741 0.858
H 0.952 -0.403 -6.066
H -0.848 4.759 2.068
H 5.832 -1.001 -0.013
H 1.401 -3.349 3.326
H -1.389 0.235 1.443
O 4.628 -1.720 -1.693
H 3.943 -1.895 -1.048
H 5.201 -2.470 -1.856
O 0.982 -1.412 0.972
H 0.260 -1.895 0.568
H 1.548 -0.967 0.342
O -0.072 2.022 -3.476
H 0.431 2.202 -4.287
H -0.525 1.292 -3.934
O 0.903 -5.802 -1.118
H 0.951 -4.850 -1.260
H 0.360 -5.857 -0.309
O -2.304 -3.692 -4.825
H -1.432 -3.987 -5.082
H -2.688 -4.498 -4.456
O -5.245 -0.752 -2.308
H -6.085 -0.282 -2.267
H -5.330 -1.136 -3.193
O -2.922 -4.129 -1.877
H -2.972 -3.190 -2.058
H -2.394 -4.067 -1.068
*
```

Computed properties:
- E_HOMO: -10.41 eV
- Molecular weight: 720.600 g mol⁻¹
- Orbital gap: 9.8 eV

=====

<iii>
Here is 40 unconnected molecules or ions with the total composition H80O40 from the OMol25 dataset. Energies are from ωB97M-V/def2-TZVPD.

```
! wB97M-V def2-TZVPD RIJCOSX def2/J DEFGRID3
* xyz 0 1
H 1.117 -4.867 -0.235
H 0.421 -6.252 0.292
O 0.353 -5.390 0.011
H -2.018 3.200 -1.812
H -3.182 3.825 -0.885
O -2.241 3.340 -0.890
H -1.903 4.712 -3.013
H -2.976 5.484 -2.408
O -2.682 5.017 -3.331
H -2.884 -0.243 4.380
H -3.337 -0.873 5.568
O -2.588 -0.634 5.224
H -0.200 -0.978 -1.147
H -1.260 -2.035 -1.101
O -1.066 -1.098 -1.534
H 0.434 -3.099 -4.753
O 0.917 -3.556 -5.542
H 1.054 3.493 2.245
O 0.672 4.150 1.659
H 1.419 -5.534 -3.195
H 2.263 -4.116 -3.151
O 2.378 -5.189 -3.021
H 3.518 -3.817 3.768
H 2.585 -2.887 4.610
O 3.467 -2.885 4.206
H -0.325 3.242 -0.601
H 0.880 2.277 -0.924
O 0.683 3.191 -0.884
H 2.335 -1.554 -0.524
H 2.228 -1.404 -2.045
O 2.095 -1.922 -1.334
H 1.657 0.586 -6.736
O 2.265 0.697 -6.093
H 5.600 -0.780 -2.484
H 4.745 0.167 -1.923
O 4.843 -0.325 -2.668
H -1.489 -2.400 -3.990
H -1.389 -3.217 -5.293
O -1.883 -2.525 -4.912
H -1.214 -2.356 1.541
H -2.161 -3.236 0.810
O -1.680 -2.440 0.772
H 5.741 -1.025 0.344
H 4.875 -0.118 1.268
O 5.229 -1.028 1.171
H -1.101 1.233 6.811
H -0.459 0.488 5.471
O -0.435 1.318 6.060
H 1.750 1.113 2.040
H 2.498 0.917 3.331
O 1.654 0.657 2.875
H 6.080 1.359 -0.913
O 5.203 1.618 -0.686
H 0.740 -0.484 2.948
H -0.144 -0.870 4.269
O 0.362 -1.283 3.486
H -1.272 0.712 3.468
O -1.220 1.367 2.832
H -0.417 -0.444 -4.104
H -0.272 -1.317 -2.990
O 0.177 -1.157 -3.758
H 0.883 0.421 -2.612
H 1.801 1.524 -2.108
O 1.267 0.810 -1.809
H 1.112 3.718 3.713
H 0.848 2.641 4.843
O 1.444 3.162 4.293
H -4.994 3.633 1.554
H -4.300 4.934 1.748
O -4.969 4.434 1.260
H -1.962 0.424 -2.237
H -1.148 1.188 -1.078
O -1.669 1.352 -1.945
H -3.789 -0.038 1.319
H -4.708 0.857 1.809
O -3.857 0.636 1.943
H 2.531 -4.529 1.867
H 3.768 -3.949 1.116
O 3.069 -4.789 1.150
H 2.689 3.249 0.761
H 3.709 3.212 -0.465
O 3.044 2.551 0.137
H 4.079 -2.417 -4.305
H 3.388 -1.885 -5.531
O 3.231 -2.376 -4.769
H 4.171 2.335 2.893
H 5.182 1.689 3.685
O 5.081 2.241 2.883
H -6.423 -1.105 2.382
O -5.646 -1.510 2.404
H -3.154 2.874 3.074
H -3.402 4.080 4.310
O -3.481 3.219 3.918
H 4.972 2.046 -1.553
H 1.709 -3.694 -5.132
H -1.602 2.189 3.093
H 0.600 3.752 0.793
H 1.782 0.615 -5.321
H -5.494 -2.337 1.757
O -0.677 0.307 0.364
H 0.258 0.403 0.375
H -1.004 0.746 1.059
O -3.696 -4.935 -0.538
H -3.203 -4.837 0.285
H -3.244 -5.473 -0.952
O 1.226 -5.510 2.939
H 0.719 -4.732 2.830
H 1.438 -6.022 2.095
O 0.222 1.888 -4.045
H -0.239 2.243 -3.222
H 0.947 2.511 -4.298
O -3.689 0.482 -3.094
H -3.497 1.283 -2.412
H -4.290 -0.116 -2.462
O -5.134 1.582 -1.265
H -4.524 1.822 -0.604
H -5.871 1.494 -0.718
O -2.265 4.279 1.933
H -1.601 4.532 2.395
H -2.095 3.838 1.132
*
```

Computed properties:
- E_HOMO: -10.27 eV
- Molecular weight: 720.600 g mol⁻¹
- Orbital gap: 9.6 eV

=====

<iv>
Here is 40 unconnected molecules or ions with the total composition H80O40 from the OMol25 dataset. Energies are from ωB97M-V/def2-TZVPD.

```
! wB97M-V def2-TZVPD RIJCOSX def2/J DEFGRID3
* xyz 0 1
H -3.202 -0.596 3.013
H -2.129 -0.934 3.808
O -3.030 -1.259 3.699
H -2.011 2.648 4.540
H -0.711 2.750 5.276
O -1.627 2.488 5.405
H 2.483 5.368 -2.259
H 3.083 4.036 -2.020
O 2.880 4.631 -2.727
H -5.523 0.121 -2.833
H -5.553 -1.112 -2.743
O -5.938 -0.477 -2.084
H 0.206 -3.377 -1.052
H -1.065 -4.047 -0.497
O -0.554 -3.233 -0.440
H -2.679 -0.219 0.539
O -2.296 0.359 -0.109
H -2.130 -1.839 -4.157
O -1.365 -1.414 -4.592
H 2.334 0.332 -5.125
H 2.965 1.696 -4.960
O 2.569 1.139 -5.641
H -3.562 5.342 0.273
H -2.382 4.937 0.971
O -2.658 5.130 0.055
H -4.180 0.344 4.230
H -5.652 0.166 3.784
O -4.983 0.833 3.980
H -5.005 -3.287 0.998
H -4.136 -4.438 1.277
O -4.791 -4.143 0.604
H -3.815 -3.615 -3.866
O -3.920 -3.024 -3.095
H 2.624 5.585 0.760
H 1.217 5.176 0.220
O 1.941 4.888 0.759
H -3.688 2.529 3.187
H -2.143 2.078 2.578
O -2.878 2.727 2.655
H 3.634 -3.067 -1.224
H 4.290 -1.675 -1.018
O 4.377 -2.610 -0.778
H 0.675 4.892 2.346
H 0.180 4.986 3.640
O -0.175 4.885 2.768
H -0.824 -2.672 2.432
H 0.434 -1.902 1.909
O -0.449 -1.800 2.213
H 1.771 1.220 0.257
H 0.603 0.394 0.192
O 1.335 0.560 0.812
H 3.643 2.609 -0.539
O 2.764 2.570 -0.898
H -3.989 0.500 -5.500
H -3.850 2.030 -5.222
O -3.971 1.149 -4.797
H 1.630 -4.120 -2.347
O 2.243 -3.470 -2.619
H 1.638 2.030 5.444
H 1.364 1.652 3.941
O 1.370 2.386 4.594
H 0.337 3.126 0.695
H -0.615 3.430 -0.555
O 0.297 3.299 -0.257
H 5.460 2.369 0.700
H 5.298 1.691 1.939
O 4.765 2.279 1.391
H 3.487 -0.507 1.358
H 4.291 -1.718 0.646
O 4.314 -1.008 1.320
H 0.017 1.427 1.792
H -0.407 2.974 2.326
O -0.357 2.044 2.453
H 4.690 -1.914 3.690
H 4.618 -0.681 4.535
O 5.231 -1.400 4.335
H 3.321 -5.269 1.519
H 3.652 -4.829 0.151
O 2.861 -4.880 0.766
H 1.538 -5.823 -1.761
H 1.781 -5.148 -0.462
O 1.097 -5.240 -1.157
H -4.914 -0.389 -0.157
H -5.882 -0.848 0.968
O -5.026 -1.004 0.605
H 2.900 0.619 -1.386
H 2.424 -0.158 -2.429
O 3.027 -0.337 -1.709
H -0.276 3.812 -2.600
O 0.128 2.992 -2.928
H -0.357 -5.463 -1.987
H -0.879 -4.461 -2.985
O -0.880 -5.396 -2.778
H 2.047 3.121 -0.640
H -2.631 1.266 -0.215
H 1.983 -2.646 -2.167
H -0.700 -2.130 -4.680
H -3.944 -3.481 -2.268
H 1.034 3.235 -3.134
O 5.297 2.709 -1.686
H 4.936 3.040 -2.486
H 5.938 3.360 -1.424
O 0.138 0.466 -1.690
H 0.018 1.311 -2.120
H -0.693 0.226 -1.256
O 1.828 -1.154 -4.281
H 2.019 -1.102 -3.358
H 0.876 -1.194 -4.396
O -2.979 2.760 -0.651
H -2.537 2.586 -1.502
H -3.287 3.684 -0.699
O 0.030 -3.560 4.226
H -0.553 -3.772 4.973
H 0.676 -4.308 4.370
O -2.505 -3.901 1.960
H -2.412 -3.112 1.412
H -2.661 -3.649 2.887
O 1.607 -2.047 -0.087
H 1.117 -1.416 0.393
H 2.021 -2.717 0.465
*
```

Computed properties:
- E_HOMO: -10.43 eV
- Molecular weight: 720.600 g mol⁻¹
- Orbital gap: 10.0 eV

=====

If you had to name the least stable structure above, which would it be? It would be <iii>.